ORCA calculation (ωB97M-V with the def2-TZVPD basis set) on C21H13N3O10S2SbScSe4 as an isolated structure.

The geometry in ORCA input format:
```
! RIJCOSX wB97M-V def2-TZVPD def2/J DEFGRID3
* xyz -2 1
Sc -1.25 -1.13 1.67
O -1.49 2.11 4.35
C -1.57 1.46 3.24
O -2.10 0.36 3.13
C -0.92 2.04 2.01
C -0.55 3.35 1.80
C 0.00 3.67 0.56
C 0.19 2.68 -0.39
C -0.17 1.38 -0.07
N -0.72 1.09 1.10
C -0.10 0.15 -0.95
O 0.26 0.28 -2.20
O -0.57 -0.89 -0.52
H -1.69 1.43 5.09
H -0.70 4.09 2.57
H 0.29 4.69 0.34
H 0.64 2.91 -1.35
H 0.99 0.97 -2.33
O -1.20 -3.15 1.62
C -2.49 -3.54 1.82
C -3.44 -3.25 0.68
C -4.04 -4.31 0.04
C -4.90 -4.10 -1.04
C -5.19 -2.80 -1.47
C -4.61 -1.74 -0.83
C -3.70 -1.91 0.24
O -3.18 -0.88 0.82
N -5.52 -5.22 -1.69
O -6.29 -5.01 -2.62
O -5.25 -6.35 -1.30
H -2.57 -4.59 2.10
H -3.84 -5.32 0.36
H -5.87 -2.66 -2.29
H -4.82 -0.72 -1.14
Se -0.12 -4.18 5.76
Sb -0.97 -2.12 4.92
Se -3.17 -2.56 3.52
Se 0.73 -0.96 3.44
Se -1.82 -0.37 6.42
O 3.07 2.20 -4.83
S 3.18 2.73 -3.50
O 2.74 4.09 -3.31
N 2.49 1.75 -2.40
C 3.36 1.28 -1.49
S 2.98 0.33 -0.19
C 4.76 1.73 -1.77
C 5.92 1.41 -1.08
C 7.13 1.92 -1.54
C 7.18 2.74 -2.66
C 6.02 3.06 -3.36
C 4.83 2.55 -2.88
H 5.86 0.77 -0.21
H 8.04 1.68 -1.01
H 8.13 3.12 -3.00
H 6.04 3.69 -4.24
*
```

HOMO-LUMO gap = 6.10 eV
largest force on an atom = 0.019 Eh/bohr

natural (NBO) atomic charge list, values in e, 2 entries: atom 1 (Sc): 1.46, atom 2 (O): -0.69



ORCA calculation (ωB97M-V with the def2-TZVPD basis set) on the molecule C30H25BFN2O5PS2 in a non-equilibrium geometry.

The geometry in ORCA input format:
```
! RIJCOSX wB97M-V def2-TZVPD def2/J DEFGRID3
* xyz 0 1
N 5.89 -3.09 1.91
P 5.97 -2.65 0.41
C 4.84 -1.34 -0.10
C 3.54 -1.65 -0.53
C 2.65 -0.66 -0.92
B 1.19 -1.04 -1.43
O 1.03 -1.66 -2.65
O 0.09 -0.79 -0.66
C 3.09 0.67 -0.85
C 4.38 0.99 -0.44
C 5.26 -0.02 -0.06
C 4.80 2.41 -0.42
O 5.94 2.74 -0.60
C 3.69 3.39 -0.19
C 3.93 4.60 0.44
F 5.15 4.94 0.86
C 2.88 5.49 0.68
O 3.19 6.67 1.28
C 1.61 5.15 0.27
C 1.32 3.93 -0.37
C -0.11 3.64 -0.71
C -0.96 3.33 0.52
C -0.98 1.85 0.89
S -2.48 1.11 0.25
C -2.40 -0.53 0.78
S -1.26 -1.14 1.77
N -3.53 -1.21 0.23
C -4.45 -1.72 1.22
C -4.14 -2.77 2.10
C -5.08 -3.19 3.02
C -6.34 -2.59 3.08
C -6.64 -1.55 2.21
C -5.70 -1.12 1.28
C -3.22 -2.05 -0.89
C -2.48 -1.52 -1.95
C -2.19 -2.30 -3.06
C -2.63 -3.62 -3.14
C -3.38 -4.14 -2.09
C -3.68 -3.37 -0.97
C 2.38 3.06 -0.60
C 2.20 1.76 -1.29
O 1.39 1.57 -2.16
H 5.70 -4.08 2.00
H 7.19 -2.07 0.00
H 5.75 -3.64 -0.56
H 3.23 -2.69 -0.56
H 0.64 -2.53 -2.59
H 0.32 -0.60 0.25
H 6.26 0.23 0.26
H 2.42 7.00 1.76
H 0.80 5.84 0.45
H -0.18 2.86 -1.46
H -0.52 4.54 -1.17
H -1.96 3.73 0.41
H -0.53 3.86 1.37
H -0.96 1.71 1.96
H -0.12 1.33 0.45
H -3.17 -3.23 2.06
H -4.83 -3.99 3.70
H -7.06 -2.93 3.80
H -7.61 -1.08 2.26
H -5.93 -0.31 0.61
H -2.14 -0.51 -1.92
H -1.62 -1.88 -3.88
H -2.40 -4.23 -4.00
H -3.74 -5.15 -2.12
H -4.28 -3.79 -0.19
*
```

structure (SMILES) = N=[PH2]c1cc(B(O)O)c2c(c1)C(=O)c1c(F)c(O)cc(CCCSC(=S)N(c3ccccc3)c3ccccc3)c1C2=O
HOMO-LUMO gap = 7.29 eV
largest force on an atom = 0.020 Eh/bohr

natural (NBO) atomic charge list, values in e, 2 entries: atom 1 (N): -1.29, atom 2 (P): 1.36



ORCA calculation (ωB97M-V with the def2-TZVPD basis set) on a 2-piece molecular cluster, C4H12N2 overall in a non-equilibrium geometry.

The geometry in ORCA input format:
```
! RIJCOSX wB97M-V def2-TZVPD def2/J DEFGRID3
* xyz 0 1
C -3.33 2.89 1.30
N -2.72 1.87 0.89
C -3.49 0.63 0.83
H -4.41 2.84 1.49
H -2.85 3.85 1.46
H -3.71 0.28 -0.18
H -4.45 0.73 1.35
H -2.90 -0.04 1.46
C 2.14 -1.85 -0.05
C 2.97 -1.62 -1.32
N 3.64 -0.33 -1.24
H 1.75 -0.89 0.25
H 1.39 -2.61 -0.23
H 2.87 -2.19 0.69
H 3.77 -2.35 -1.50
H 2.32 -1.69 -2.21
H 3.06 0.41 -0.87
H 3.95 0.06 -2.13
*
```

structure (SMILES) = C=NC.CCN
HOMO-LUMO gap = 10.12 eV
largest force on an atom = 0.035 Eh/bohr

natural (NBO) atomic charge list, values in e, 2 entries: atom 1 (C): -0.06, atom 2 (N): -0.38



ORCA calculation (ωB97M-V with the def2-TZVPD basis set) on the molecule C4H8N4 in a non-equilibrium geometry.

The geometry in ORCA input format:
```
! RIJCOSX wB97M-V def2-TZVPD def2/J DEFGRID3
* xyz 0 1
C 1.00 -0.53 -3.69
N 0.60 -1.12 -2.60
N 0.46 -0.36 -1.45
C -0.15 -0.91 -0.41
C -0.46 -0.31 0.73
N -0.05 1.06 0.86
N -0.19 1.67 1.92
C -0.61 0.92 3.12
H 0.96 -1.27 -4.56
H 1.22 0.57 -3.89
H 0.84 0.60 -1.37
H -0.47 -1.94 -0.50
H -1.10 -0.80 1.47
H -0.03 -0.01 3.29
H -0.32 1.63 3.97
H -1.69 0.80 3.10
*
```

structure (SMILES) = C=NN/C=C\N=N/C
HOMO-LUMO gap = 8.77 eV
largest force on an atom = 0.047 Eh/bohr

natural (NBO) atomic charge list, values in e, 2 entries: atom 1 (C): -0.17, atom 2 (N): -0.21



ORCA calculation (ωB97M-V with the def2-TZVPD basis set) on the molecule C2H4INS in a non-equilibrium geometry.

The geometry in ORCA input format:
```
! RIJCOSX wB97M-V def2-TZVPD def2/J DEFGRID3
* xyz 0 1
C 0.37 0.21 0.85
C -0.99 0.12 0.69
N 1.13 -0.69 0.35
S -1.26 0.14 -2.17
I 0.77 -0.88 -2.21
H 0.74 1.17 1.23
H -1.56 0.99 0.93
H -1.34 -0.49 -0.18
H 2.13 -0.58 0.50
*
```

HOMO-LUMO gap = 6.48 eV
largest force on an atom = 0.053 Eh/bohr

natural (NBO) atomic charge list, values in e, 2 entries: atom 1 (C): -0.04, atom 2 (C): -0.31



ORCA calculation (ωB97M-V with the def2-TZVPD basis set) on C34H28ClF6O3P2RuS2Sb as an isolated structure in a non-equilibrium geometry.

The geometry in ORCA input format:
```
! RIJCOSX wB97M-V def2-TZVPD def2/J DEFGRID3
* xyz 0 1
Ru -0.08 0.14 0.46
S 2.27 0.24 0.22
P 1.86 -1.35 -0.98
C 0.22 -0.85 -1.19
P -1.35 -1.38 -1.70
S -2.30 0.05 -0.64
C -1.62 -1.31 -3.47
C -0.62 -0.85 -4.31
C -0.84 -0.81 -5.68
C -2.05 -1.23 -6.20
C -3.06 -1.68 -5.35
C -2.85 -1.72 -3.98
C -1.64 -3.07 -1.18
C -1.25 -4.13 -2.00
C -1.33 -5.43 -1.53
C -1.80 -5.67 -0.24
C -2.20 -4.62 0.57
C -2.11 -3.31 0.11
C 2.03 -2.96 -0.19
C 2.92 -3.92 -0.66
C 3.05 -5.13 0.00
C 2.29 -5.38 1.14
C 1.41 -4.42 1.62
C 1.28 -3.21 0.96
C 2.81 -1.40 -2.51
C 3.83 -0.48 -2.73
C 4.51 -0.49 -3.94
C 4.18 -1.41 -4.92
C 3.16 -2.33 -4.70
C 2.47 -2.33 -3.50
H 0.32 -0.50 -3.90
H -0.06 -0.45 -6.34
H -2.22 -1.20 -7.27
H -4.01 -1.99 -5.76
H -3.63 -2.08 -3.33
H -0.91 -3.94 -3.01
H -1.03 -6.25 -2.16
H -1.86 -6.69 0.12
H -2.57 -4.81 1.56
H -2.39 -2.48 0.74
H 3.53 -3.73 -1.53
H 3.74 -5.87 -0.36
H 2.40 -6.32 1.66
H 0.83 -4.60 2.51
H 0.60 -2.45 1.34
H 4.07 0.25 -1.97
H 5.31 0.22 -4.11
H 4.71 -1.42 -5.86
H 2.89 -3.05 -5.47
H 1.68 -3.05 -3.32
F 1.02 0.85 2.79
Sb 2.42 1.91 3.61
F 3.53 0.39 3.47
F 1.78 1.30 5.29
F 1.23 3.36 3.65
F 3.79 2.91 4.41
F 2.95 2.42 1.86
C -1.32 1.08 5.95
C -1.40 2.50 5.46
C -0.67 3.47 6.15
C -0.70 4.80 5.77
Cl 0.24 5.96 6.66
C -1.47 5.21 4.69
C -2.20 4.27 4.00
C -2.17 2.93 4.38
O -3.07 2.14 3.67
C -2.73 0.86 3.25
C -1.64 0.77 2.22
O -1.16 -0.42 1.99
O -1.25 1.69 1.48
H -0.74 1.05 6.87
H -0.79 0.43 5.24
H -2.30 0.66 6.16
H -0.04 3.17 6.97
H -1.48 6.25 4.39
H -2.81 4.54 3.16
H -3.61 0.48 2.71
H -2.51 0.15 4.04
*
```

HOMO-LUMO gap (spin up / spin down) = 5.45 / 5.88 eV
largest force on an atom = 0.030 Eh/bohr

Löwdin atomic charge list, values in e, 2 entries: atom 1 (Ru): 1.03, atom 2 (S): 0.52



ORCA calculation (ωB97M-V with the def2-TZVPD basis set) on C19H20N4O2Re as an isolated structure in a non-equilibrium geometry.

The geometry in ORCA input format:
```
! RIJCOSX wB97M-V def2-TZVPD def2/J DEFGRID3
* xyz 4 4
N -1.41 4.27 0.55
C -0.34 4.53 0.17
C 0.86 5.25 -0.26
H 0.53 6.23 -0.64
H 1.40 4.75 -1.07
H 1.53 5.44 0.59
N 4.57 -2.95 0.33
C 5.34 -3.47 -0.41
C 6.25 -4.08 -1.37
H 6.45 -3.32 -2.15
H 5.74 -4.95 -1.83
H 7.18 -4.41 -0.85
N -4.46 -0.45 0.55
C -4.27 -1.53 0.16
C -4.46 -2.91 -0.27
H -3.88 -3.62 0.33
H -4.23 -3.03 -1.33
H -5.52 -3.15 -0.13
Re 0.44 -0.28 -0.55
C 0.26 -2.20 0.17
O -0.01 -3.19 0.69
C 2.09 0.64 0.17
O 2.91 1.28 0.67
C 0.65 1.22 -2.01
C -0.67 1.28 -1.53
C -1.43 0.09 -1.52
C -0.85 -1.09 -2.00
C 0.50 -1.16 -2.43
C 1.26 0.01 -2.44
H 1.24 2.15 -1.93
H -1.03 2.15 -0.93
H -2.38 0.08 -0.94
H -1.46 -1.99 -1.95
H 0.97 -2.12 -2.73
H 2.33 -0.02 -2.71
C -1.98 1.32 3.72
C -0.98 2.09 3.10
C -0.46 1.66 1.91
N -0.60 0.42 1.43
C -1.69 -0.23 1.91
C -2.29 0.08 3.13
H -2.42 1.58 4.68
H -0.76 3.08 3.46
H 0.22 2.28 1.39
H -2.00 -1.15 1.39
H -3.13 -0.57 3.48
*
```

HOMO-LUMO gap (spin up / spin down) = 9.06 / 3.76 eV
largest force on an atom = 0.126 Eh/bohr

natural (NBO) atomic charge list, values in e, 2 entries: atom 1 (N): -0.34, atom 2 (C): 0.29



ORCA calculation (ωB97M-V with the def2-TZVPD basis set) on a 2-piece molecular cluster, C6H11O4P overall in a non-equilibrium geometry.

The geometry in ORCA input format:
```
! RIJCOSX wB97M-V def2-TZVPD def2/J DEFGRID3
* xyz -2 1
C 1.44 -0.91 3.04
C 1.05 -0.91 1.79
C 0.27 2.88 -1.87
C 1.66 -1.79 0.79
C -0.56 1.53 -1.84
C -0.89 0.81 -0.77
O -1.23 -1.90 -1.65
O -3.37 -0.50 -1.87
O -2.42 -1.21 0.38
O -0.57 1.10 0.41
P -2.06 -0.73 -1.17
H 0.80 -0.52 3.80
H 2.06 -1.80 3.33
H 0.34 -0.18 1.29
H -0.03 3.21 -0.91
H 1.37 2.62 -1.84
H -0.06 3.55 -2.69
H 2.02 -1.23 0.06
H 0.80 -2.29 0.42
H 2.31 -2.57 1.23
H -0.92 1.37 -2.86
H -2.01 -0.53 0.93
*
```

HOMO-LUMO gap = 5.60 eV
largest force on an atom = 0.091 Eh/bohr

natural (NBO) atomic charge list, values in e, 2 entries: atom 1 (C): -0.53, atom 2 (C): -0.12